14
Properties=species:S:1:pos:R:3 method="wB97M-V/def2-TZVPD" spin_multiplicity=1 homo_ev=-9.8 smiles="C=C=C.CC=O" e_above_lowest_kj_mol=230.0
C 1.543 -1.400 -0.154
C 1.274 -0.330 0.869
O 1.711 0.796 0.803
C -1.943 -0.257 -0.302
C -1.439 0.951 -0.300
C -0.917 2.146 -0.290
H 2.003 -0.963 -1.043
H 2.223 -2.144 0.280
H 0.614 -1.916 -0.418
H 0.651 -0.642 1.734
H 0.107 2.291 0.047
H -1.871 -0.896 -1.179
H -2.468 -0.650 0.565
H -1.488 3.014 -0.610